Entry 1:
Computed, not measured: 2 unconnected molecules or ions with the total composition C18H28BrCl2F4NO2P in a non-equilibrium geometry, with the ωB97M-V functional and the def2-TZVPD basis.

Values from the calculation:
* molar mass: 548.203 g/mol
* charge: +1
* frontier orbital gap: 7.94 eV
* E_tot: -139946.323 eV
* spin multiplicity: 1
* E_HOMO: -11.922 eV
* relative energy (zero: lowest compared OMol25 entry of this formula, charge and spin): 0.000 eV

Last column: Löwdin charge in e.
Geometry (Å):
C  6.71  -0.42  1.15  -0.01
C  5.80  0.75  0.79  -0.31
F  4.77  0.78  1.77  -0.07
C  5.08  0.57  -0.57  -0.11
C  3.76  -0.13  -0.37  -0.22
C  3.73  -1.51  -0.49  0.04
C  2.54  -2.19  -0.28  0.06
C  1.37  -1.53  0.07  -0.10
C  0.05  -2.23  0.34  -0.18
C  0.06  -3.76  0.36  -0.74
C  -1.05  -4.34  -0.49  -0.14
Br  -0.11  -4.41  2.20  0.71
C  1.44  -0.13  0.18  -0.13
C  0.22  0.65  0.55  -0.11
C  -0.84  0.69  -0.58  -0.17
O  -2.11  0.28  -0.15  -0.11
C  -2.73  1.18  0.75  -0.07
C  -4.14  1.55  0.27  -0.60
F  -4.37  1.13  -0.97  0.16
F  -4.29  2.89  0.26  0.14
F  -5.09  1.06  1.06  0.15
N  2.62  0.53  -0.03  -0.05
P  2.77  2.32  0.14  1.00
C  2.32  2.63  1.88  -0.23
O  1.48  2.77  -0.76  -0.27
H  6.33  -0.92  2.03  0.09
H  6.78  -1.15  0.36  0.07
H  7.71  -0.08  1.40  0.09
H  6.30  1.70  0.87  0.14
H  4.98  1.51  -1.10  0.09
H  5.69  -0.08  -1.20  0.12
H  4.62  -2.06  -0.75  0.13
H  2.54  -3.26  -0.39  0.12
H  -0.30  -1.89  1.31  0.09
H  -0.72  -1.92  -0.36  0.11
H  0.99  -4.20  0.00  0.06
H  -2.01  -3.89  -0.26  0.09
H  -1.07  -5.42  -0.44  0.08
H  -0.83  -4.08  -1.53  0.09
H  0.45  1.67  0.83  0.06
H  -0.21  0.19  1.43  0.14
H  -0.86  1.67  -1.07  0.13
H  -0.56  -0.03  -1.34  0.13
H  -2.82  0.70  1.72  0.14
H  -2.18  2.11  0.87  0.14
H  1.95  1.75  2.39  0.05
H  1.54  3.39  1.89  0.06
H  3.18  3.04  2.40  0.04
H  1.77  3.55  -1.25  0.07
Cl  -8.32  -0.77  -2.80  0.54
C  -7.63  0.85  -2.54  -0.67
C  -7.96  1.40  -1.18  -0.69
Cl  -9.69  1.80  -1.01  0.55
H  -7.98  1.50  -3.34  0.07
H  -6.55  0.75  -2.63  0.06
H  -7.41  2.32  -1.02  0.07
H  -7.70  0.69  -0.39  0.06



Entry 2:
Computed, not measured: 2 unconnected molecules or ions with the total composition C18H28F5N4O3 in a non-equilibrium geometry, with the ωB97M-V functional and the def2-TZVPD basis.

Values from the calculation:
* molar mass: 443.437 g/mol
* charge: +1
* frontier orbital gap: 8.19 eV
* E_tot: -44799.747 eV
* spin multiplicity: 1
* E_HOMO: -12.798 eV

Last column: Löwdin charge in e.
Geometry (Å):
C  1.27  2.08  -0.03  0.10
C  0.23  1.53  -0.30  -0.08
C  -1.23  1.13  -0.72  -0.11
N  -1.66  0.07  0.23  0.02
C  -3.02  0.12  0.69  -0.20
N  -4.00  0.91  0.28  0.22
N  -3.05  -0.97  1.68  0.10
C  -2.11  -2.01  1.16  -0.22
C  -1.08  -2.56  2.22  -0.12
C  0.30  -1.76  2.32  -0.15
C  1.51  -2.67  1.81  -0.08
C  2.88  -2.37  2.52  -0.33
F  3.60  -3.58  2.52  0.06
F  2.78  -1.95  3.84  0.09
C  3.78  -1.33  1.68  -0.41
F  4.62  -0.60  2.47  0.14
F  4.50  -1.96  0.69  0.13
F  2.90  -0.47  1.05  0.08
C  -1.57  -1.35  -0.20  -0.27
N  -0.33  -1.86  -0.79  0.01
C  -0.38  -1.95  -2.27  -0.20
C  1.10  -2.32  -2.76  -0.18
C  2.23  -1.41  -2.12  -0.26
C  2.93  -0.54  -3.28  -0.11
H  2.09  2.71  0.38  0.07
H  -1.28  0.83  -1.81  0.12
H  -1.92  2.02  -0.61  0.11
H  -4.28  0.83  -0.71  0.16
H  -4.48  1.63  0.84  0.14
H  -2.79  -0.65  2.62  0.15
H  -2.68  -2.93  0.80  0.15
H  -1.58  -2.45  3.24  0.12
H  -0.88  -3.67  2.10  0.12
H  0.43  -1.43  3.38  0.12
H  0.33  -0.82  1.68  0.10
H  1.69  -2.61  0.70  0.11
H  1.27  -3.76  2.02  0.13
H  -2.41  -1.55  -0.93  0.16
H  -0.28  -2.84  -0.47  0.13
H  -0.65  -0.98  -2.78  0.11
H  -1.08  -2.75  -2.66  0.12
H  1.15  -2.17  -3.88  0.11
H  1.29  -3.43  -2.60  0.11
H  3.02  -2.03  -1.59  0.10
H  1.85  -0.66  -1.37  0.07
H  2.15  0.19  -3.63  0.07
H  3.35  -1.20  -4.08  0.08
H  3.74  0.06  -2.75  0.08
C  -0.56  5.68  0.38  -0.11
C  -1.39  5.92  -0.85  -0.11
O  -2.27  4.80  -0.86  0.07
C  -2.35  4.34  0.41  -0.56
O  -3.14  3.51  0.78  0.11
O  -1.45  4.94  1.22  0.08
H  -0.25  6.60  0.87  0.14
H  0.32  5.07  0.18  0.12
H  -1.98  6.83  -0.78  0.14
H  -0.79  5.96  -1.76  0.14



Entry 3:
Computed, not measured: a molecular structure, C18H28IN2PbSe2SiTe in a non-equilibrium geometry, with the ωB97M-V functional and the def2-TZVPD basis.

Values from the calculation:
* molar mass: 920.146 g/mol
* charge: +1
* frontier orbital gap (alpha / beta): 4.40 / 4.32 eV
* E_tot: -181306.197 eV
* spin multiplicity: 1
* E_HOMO (alpha / beta): -9.940 / -9.926 eV

Last column: Löwdin charge in e.
Geometry (Å):
Pb  0.06  0.86  -0.31  0.86
C  4.70  1.21  -0.63  -0.38
Se  3.02  2.20  -0.67  0.81
C  3.31  3.28  0.95  -0.55
C  2.47  4.54  0.90  -0.53
Se  0.54  4.13  0.80  0.69
C  0.01  5.64  -0.32  -0.36
H  4.83  0.69  0.31  0.03
H  5.51  1.92  -0.79  0.03
H  4.67  0.51  -1.46  0.03
H  4.37  3.52  0.98  0.08
H  3.06  2.68  1.82  0.04
H  2.71  5.13  0.02  0.07
H  2.62  5.14  1.80  0.08
H  0.34  5.48  -1.34  0.04
H  0.43  6.55  0.09  0.03
H  -1.08  5.70  -0.29  0.02
Te  0.11  1.46  2.52  0.71
I  -5.29  -2.41  0.23  0.92
C  -4.46  -0.51  -0.03  -0.69
C  -5.24  0.61  -0.29  -0.10
C  -4.61  1.83  -0.45  -0.04
C  -3.23  1.89  -0.37  -0.14
N  -2.49  0.81  -0.13  -0.09
C  -3.08  -0.37  0.04  -0.21
H  -6.32  0.53  -0.37  0.11
H  -5.18  2.73  -0.65  0.12
H  -2.70  2.83  -0.50  0.11
H  -2.44  -1.22  0.24  0.08
C  1.80  -1.01  2.30  -0.26
Si  0.96  -2.31  1.20  0.37
C  -0.15  -3.27  2.39  -0.16
C  2.41  -3.31  0.52  -0.15
N  0.15  -1.47  -0.09  -0.26
C  -0.52  -2.17  -1.09  -0.42
C  -0.79  -3.54  -0.99  -0.06
C  -1.46  -4.23  -2.00  -0.08
C  -1.90  -3.57  -3.14  -0.10
C  -1.66  -2.21  -3.25  -0.09
C  -0.98  -1.53  -2.26  -0.11
H  2.43  -1.44  3.08  0.06
H  0.98  -0.49  2.87  -0.14
H  2.39  -0.29  1.73  0.00
H  0.43  -3.60  3.25  0.04
H  -0.61  -4.15  1.94  0.02
H  -0.96  -2.63  2.75  0.03
H  2.97  -3.80  1.33  0.04
H  3.09  -2.66  -0.02  0.03
H  2.07  -4.08  -0.17  0.03
H  -0.48  -4.09  -0.11  0.07
H  -1.63  -5.29  -1.90  0.11
H  -2.42  -4.11  -3.92  0.10
H  -1.99  -1.67  -4.14  0.11
H  -0.78  -0.47  -2.41  0.04



Entry 4:
Computed, not measured: C18H28N2O2S in the gas phase in a non-equilibrium geometry, with the ωB97M-V functional and the def2-TZVPD basis.

Values from the calculation:
* molar mass: 336.501 g/mol
* charge: 0
* SMILES: CCOc1ccc(NC(=O)NCCCSC2CCCCC2)cc1
* frontier orbital gap: 8.19 eV
* E_tot: -37015.860 eV
* spin multiplicity: 1
* E_HOMO: -7.533 eV
* relative energy (zero: lowest compared OMol25 entry of this formula, charge and spin): 16.840 eV

Last column: Löwdin charge in e.
Geometry (Å):
C  -4.62  -1.02  -1.07  -0.09
C  -5.04  0.20  -0.43  -0.22
O  -4.23  1.44  -0.66  0.02
C  -3.12  1.41  -0.05  -0.34
C  -2.67  0.41  0.81  0.01
C  -1.49  0.70  1.55  -0.06
C  -0.71  1.71  1.24  -0.26
N  0.54  2.08  1.54  0.06
C  1.87  2.13  0.95  -0.43
O  2.89  2.39  1.77  -0.05
N  1.80  2.67  -0.38  0.05
C  3.08  2.69  -0.93  -0.35
C  3.31  1.73  -1.82  -0.34
C  3.28  0.33  -1.31  -0.32
S  1.56  -0.24  -0.86  0.98
C  1.95  -1.89  -0.91  -0.55
C  0.77  -2.84  -0.92  -0.24
C  -0.38  -2.70  0.11  -0.15
C  0.17  -2.58  1.50  -0.35
C  1.30  -1.94  1.88  -0.24
C  2.50  -2.29  0.83  -0.06
C  -1.16  2.75  0.01  0.08
C  -2.44  2.55  -0.50  0.01
H  -3.66  -1.21  -0.90  0.02
H  -4.73  -0.75  -2.17  0.12
H  -5.33  -1.81  -1.05  0.08
H  -5.23  -0.10  0.69  0.15
H  -6.04  0.35  -0.78  0.11
H  -3.12  -0.31  1.30  0.07
H  -1.18  0.18  2.19  0.01
H  0.71  1.45  2.59  0.25
H  0.94  2.36  -0.66  0.04
H  2.96  3.73  -1.48  0.17
H  3.95  3.04  -0.30  0.16
H  2.46  1.74  -2.50  0.12
H  4.22  1.80  -2.35  0.13
H  3.67  0.52  -0.08  0.16
H  3.86  -0.30  -1.75  0.01
H  2.81  -2.43  -1.23  0.09
H  0.30  -2.62  -1.90  0.12
H  0.81  -3.80  -0.74  0.05
H  -1.25  -3.12  -0.23  0.08
H  -0.67  -1.44  0.26  0.14
H  -0.67  -2.54  2.26  0.15
H  0.41  -3.59  1.71  0.10
H  1.79  -2.02  2.80  0.11
H  1.11  -0.97  1.64  0.03
H  3.36  -1.52  0.88  0.10
H  2.73  -3.32  0.75  0.07
H  -0.63  3.81  -0.13  0.15
H  -2.75  3.17  -1.15  0.04



Which of these has the lowest charge? C18H28N2O2S



What is the charge in the third record? +1